# 1
# C24H23Cl3FNOPt

C24H23Cl3FNOPt as an isolated structure in a non-equilibrium geometry (ωB97M-V with the def2-TZVPD basis set, the Open Molecules 2025 dataset).

Results
**E_HOMO (alpha / beta)**: -7.424 / -7.340 eV
**Energy above the lowest of the compared OMol25 structures with the same formula, charge and spin**: 90.8 kJ/mol
**2S+1**: 3

Structure (XYZ):
```
54
Properties=species:S:1:pos:R:3:forces:R:3
Pt 1.555 -0.369 -0.070 -0.2 0.4 0.1
Cl 7.369 3.879 0.034 0.3 0.2 0.0
C 5.732 3.329 -0.012 -0.3 -0.2 0.0
C 5.477 1.970 -0.040 0.1 0.1 0.0
C 4.167 1.544 -0.065 -0.2 1.4 0.0
Cl 3.842 -0.140 -0.096 0.5 -0.8 0.0
C 3.040 2.409 -0.069 1.0 0.0 0.0
O 1.842 1.997 -0.093 -1.2 -1.0 0.0
C 3.384 3.795 -0.045 0.1 -0.4 0.0
Cl 2.088 4.925 -0.055 -0.2 0.2 0.0
C 4.684 4.244 -0.017 0.1 -0.2 0.0
H 6.284 1.255 -0.043 0.1 0.0 0.0
H 4.884 5.303 -0.001 0.0 0.1 0.0
C -1.597 -1.050 3.101 -0.1 0.2 0.0
C -1.215 0.338 2.578 0.2 -0.2 0.1
C 0.301 0.535 2.645 -0.1 -0.1 0.1
C -1.804 0.659 1.215 0.2 -0.1 0.0
C -2.837 1.588 1.187 -0.1 0.0 -0.2
C -3.406 1.996 -0.003 0.0 0.1 0.1
C -2.899 1.525 -1.195 0.0 0.0 0.1
C -1.866 0.596 -1.228 0.2 -0.1 0.0
C -1.345 0.205 -2.599 0.2 -0.2 -0.1
C -1.774 -1.198 -3.043 -0.1 0.2 0.0
C 0.168 0.373 -2.749 -0.1 -0.1 -0.1
C -1.349 0.120 -0.005 -1.2 0.9 0.0
N -0.375 -0.897 -0.009 1.3 0.3 0.0
C -0.770 -2.191 0.029 -0.4 -0.9 0.0
C -2.130 -2.587 0.083 0.2 0.1 0.0
C -2.491 -3.914 0.126 -0.2 0.0 0.0
C -1.533 -4.921 0.116 0.1 0.2 0.0
C -0.192 -4.579 0.062 0.1 0.1 0.0
C 0.160 -3.253 0.020 0.5 0.3 0.0
F 1.494 -2.949 -0.034 -0.6 -0.2 0.0
H -1.290 -1.144 4.142 0.0 0.0 0.1
H -1.110 -1.838 2.533 0.0 -0.1 0.0
H -2.674 -1.199 3.046 -0.1 -0.1 0.0
H -1.656 1.069 3.267 0.0 -0.1 -0.1
H 0.834 -0.317 2.196 -0.1 0.3 0.3
H 0.619 0.605 3.684 0.0 0.0 0.1
H 0.587 1.450 2.127 0.2 0.0 0.0
H -3.200 2.007 2.114 0.0 0.0 0.1
H -4.219 2.707 0.000 -0.1 0.1 0.0
H -3.311 1.894 -2.124 0.0 0.0 -0.1
H -1.807 0.912 -3.299 0.0 -0.1 0.1
H -1.272 -1.971 -2.466 0.0 -0.1 0.0
H -1.520 -1.340 -4.093 0.0 -0.1 -0.1
H -2.849 -1.326 -2.930 -0.1 -0.1 0.0
H 0.712 -0.468 -2.292 -0.2 0.3 -0.3
H 0.493 1.305 -2.287 0.2 0.0 0.0
H 0.435 0.392 -3.804 0.0 0.0 -0.1
H -2.884 -1.815 0.090 -0.1 0.0 0.0
H -3.537 -4.174 0.168 -0.1 0.0 0.0
H -1.822 -5.958 0.151 -0.1 -0.1 0.0
H 0.584 -5.327 0.051 0.1 -0.1 0.0
```
Positions in Å, forces in eV/Å.

---

# 2
# C24H39F13N3OSSi2

A 2-piece molecular cluster, C24H39F13N3OSSi2 overall in a non-equilibrium geometry (ωB97M-V with the def2-TZVPD basis set, the Open Molecules 2025 dataset).

Results
**Net charge**: -1
**E_HOMO**: -3.182 eV
**Energy above the lowest of the compared OMol25 structures with the same formula, charge and spin**: 1406.3 kJ/mol

Structure (XYZ):
```
83
Properties=species:S:1:pos:R:3:forces:R:3
C -0.236 -1.103 1.803 -3.0 1.9 -0.1
C -1.442 -0.221 1.799 2.8 -1.9 -0.2
C -2.039 0.585 0.505 0.4 1.4 1.5
C -3.418 -0.106 -0.143 -0.2 1.4 1.5
C -4.357 -0.462 1.196 -2.8 -5.8 6.5
N -4.886 -1.090 2.224 4.8 6.3 -9.6
C -4.180 1.128 -0.901 -1.1 0.5 0.3
C -3.368 1.789 -2.161 -0.7 0.0 -0.1
C -3.444 3.421 -2.039 -1.0 0.4 1.2
F -4.860 3.842 -1.721 4.1 -1.3 -1.0
F -2.626 3.971 -0.895 -2.4 -1.6 -3.8
C -3.098 4.216 -3.469 -2.6 2.0 1.2
F -3.500 5.647 -3.195 1.4 -4.4 -1.3
F -4.019 3.744 -4.523 3.3 1.2 3.0
C -1.506 4.209 -3.853 2.0 2.4 2.3
F -0.693 3.266 -2.995 -3.0 2.8 -3.3
F -0.998 5.570 -3.424 -1.6 -4.5 -1.5
C -1.156 4.121 -5.446 2.0 5.1 -0.7
F -2.047 5.002 -6.289 3.0 -3.1 3.5
F 0.213 4.748 -5.596 -4.6 -2.2 0.7
S -1.031 2.426 -6.195 0.7 -3.0 -4.7
F -2.420 2.804 -7.185 2.6 -1.4 2.4
F -2.028 1.666 -5.038 2.2 1.8 -2.0
F 0.433 2.024 -5.402 -3.6 1.0 -1.2
F -0.073 3.133 -7.476 -2.0 -1.7 2.7
F -0.932 0.926 -7.020 -0.2 3.1 1.9
C -3.125 -1.438 -1.051 -0.1 -0.6 0.7
C -2.980 -2.678 0.065 0.3 -7.9 5.1
N -2.949 -3.731 0.856 -0.3 10.1 -7.6
C -4.272 -1.839 -2.138 -0.6 -1.8 -0.8
C -5.275 -3.077 -1.695 -1.3 0.3 -0.8
C -6.323 -2.672 -0.471 0.7 0.3 -0.3
O -1.886 -1.174 -1.792 -1.2 -1.6 1.4
C -1.146 -2.378 -2.164 2.5 -0.8 -1.6
C 0.166 -2.699 -1.176 -0.9 -0.8 0.4
H -0.301 -2.103 2.411 0.6 2.6 -0.4
H 0.764 -0.898 1.210 -2.7 -0.7 0.6
H -2.002 -0.058 2.838 0.7 -1.1 -2.7
H -2.424 1.634 0.930 0.7 -2.2 -1.0
H -1.243 0.867 -0.315 -1.6 -1.1 1.6
H -5.263 0.837 -1.308 2.4 0.4 1.0
H -4.392 1.951 -0.062 0.6 -1.8 -1.9
H -3.961 1.483 -3.149 1.4 0.9 2.1
H -2.274 1.371 -2.261 -2.1 1.2 0.3
H -3.740 -2.230 -3.134 -0.8 1.0 2.3
H -4.976 -0.975 -2.494 1.6 -1.3 1.0
H -5.985 -3.240 -2.643 1.7 0.4 1.9
H -4.738 -4.104 -1.538 -0.8 2.2 -0.1
H -5.945 -3.075 0.586 -1.0 1.0 -2.4
H -6.380 -1.480 -0.455 0.0 -2.6 0.2
H -7.387 -3.064 -0.760 2.1 0.6 0.8
H -1.807 -3.337 -2.361 1.1 2.0 0.8
H -0.646 -2.140 -3.224 -1.3 -0.3 2.2
H -0.229 -3.238 -0.188 1.0 1.5 -2.0
H 0.787 -1.737 -0.934 -1.4 -1.8 -0.5
H 0.885 -3.476 -1.689 -1.5 1.6 0.7
C 7.793 1.080 2.340 0.2 0.1 0.2
Si 6.627 0.318 3.619 -2.0 -1.9 -2.1
C 5.782 1.741 4.501 0.3 0.5 0.4
C 7.699 -0.605 4.851 0.5 0.2 0.4
N 5.504 -0.724 2.789 -0.2 0.2 2.0
Si 4.277 -1.596 3.666 2.3 1.6 -2.1
C 3.077 -0.465 4.558 -0.5 -0.2 0.3
C 4.992 -2.811 4.904 -0.3 -0.4 0.4
C 3.264 -2.605 2.428 -0.2 -0.2 0.2
H 8.515 1.737 2.834 0.1 0.1 -0.1
H 8.346 0.299 1.806 -0.1 0.1 0.1
H 7.232 1.671 1.611 0.0 -0.1 0.0
H 6.523 2.484 4.812 0.0 0.2 0.1
H 5.260 1.406 5.400 0.0 0.0 0.0
H 5.063 2.237 3.843 0.0 -0.1 0.0
H 8.126 -1.506 4.400 -0.1 0.1 0.0
H 7.136 -0.892 5.742 0.0 0.0 0.0
H 8.527 0.030 5.180 0.1 0.0 0.1
H 3.532 -0.005 5.438 0.0 0.0 -0.1
H 2.208 -1.035 4.902 -0.2 0.0 0.1
H 2.717 0.327 3.894 0.1 -0.1 0.0
H 5.776 -3.421 4.445 0.0 0.1 0.0
H 4.209 -3.486 5.264 0.0 -0.1 0.1
H 5.409 -2.302 5.775 0.0 0.0 0.0
H 3.901 -3.317 1.894 0.0 0.1 0.0
H 2.779 -1.950 1.698 0.1 0.0 0.0
H 2.486 -3.168 2.953 -0.1 -0.1 -0.1
```
Positions in Å, forces in eV/Å.

---

# 3
# C2H5ClN2S

A 2-piece molecular cluster, C2H5ClN2S overall in a non-equilibrium geometry (ωB97M-V with the def2-TZVPD basis set, the Open Molecules 2025 dataset).

Results
**E_HOMO (alpha / beta)**: -8.726 / -8.729 eV
**Energy above the lowest of the compared OMol25 structures with the same formula, charge and spin**: 250.3 kJ/mol

Structure (XYZ):
```
11
Properties=species:S:1:pos:R:3:forces:R:3
C -1.066 -0.225 0.233 -2.5 -0.9 -0.1
C 0.290 -0.308 -0.073 4.0 -0.2 -1.3
N -1.486 -0.328 1.428 -1.0 -0.3 0.5
N 2.083 -0.299 -2.019 1.6 1.4 -1.2
S 0.659 0.173 -1.641 0.4 -0.7 1.4
Cl 0.822 1.846 2.004 0.4 1.5 0.3
H -1.757 -0.260 -0.640 0.3 0.5 0.5
H 1.113 -0.691 0.684 -1.8 0.7 -2.0
H -2.526 -0.384 1.471 1.0 0.3 -0.1
H 2.609 0.285 -2.790 -2.0 -1.4 1.8
H 0.717 0.602 2.043 -0.3 -0.9 0.3
```
Positions in Å, forces in eV/Å.

---

# 4
# C4H12N2S

The molecule C4H12N2S in a non-equilibrium geometry (ωB97M-V with the def2-TZVPD basis set, the Open Molecules 2025 dataset).

Results
**E_HOMO**: -8.322 eV
**SMILES**: CNC[C@H](N)CS
**Energy above the lowest of the compared OMol25 structures with the same formula, charge and spin**: 50.8 kJ/mol

Structure (XYZ):
```
19
Properties=species:S:1:pos:R:3:forces:R:3
C 3.081 -0.491 0.605 0.2 -0.3 0.1
N 2.057 -0.117 -0.330 -0.1 -0.4 -0.6
C 0.713 -0.175 0.183 0.0 -0.1 -1.6
C -0.290 0.364 -0.839 -0.9 0.2 0.6
N 0.116 1.712 -1.285 -0.1 -0.4 -0.4
C -1.694 0.495 -0.202 0.2 -0.3 0.3
S -2.186 -0.869 0.940 0.0 0.2 -0.4
H 2.821 -1.467 1.022 0.1 -0.1 0.0
H 4.047 -0.605 0.113 0.0 0.1 -0.1
H 3.226 0.175 1.464 -0.1 0.3 0.0
H 2.227 0.696 -0.899 0.2 0.3 0.4
H 0.582 0.434 1.063 -0.1 0.1 0.9
H 0.450 -1.225 0.309 0.0 0.1 0.7
H -0.461 -0.334 -1.665 0.6 0.0 -0.1
H 0.390 1.680 -2.260 0.1 0.1 0.0
H -0.675 2.342 -1.236 0.1 0.1 0.0
H -2.444 0.555 -0.988 0.0 0.1 0.1
H -1.762 1.394 0.404 0.1 0.2 0.0
H -3.134 -1.337 0.128 -0.1 -0.2 0.0
```
Positions in Å, forces in eV/Å.

---

# 5
# C21H29N4O4

An isolated ion of composition C21H29N4O4 and charge +1 in a non-equilibrium geometry (ωB97M-V with the def2-TZVPD basis set, the Open Molecules 2025 dataset).

Results
**Net charge**: +1
**E_HOMO**: -10.500 eV
**SMILES**: Cc1cccc(OCCNc2cc(N3CC[NH+](CCO)CC3)ccc2[N+](=O)[O-])c1
**Energy above the lowest of the compared OMol25 structures with the same formula, charge and spin**: 4.7 kJ/mol

Structure (XYZ):
```
58
Properties=species:S:1:pos:R:3:forces:R:3
C 3.227 0.587 4.189 0.0 0.0 0.0
C 2.213 1.603 3.763 -0.1 0.0 -0.1
C 2.341 2.929 4.166 0.0 0.1 0.0
C 1.405 3.866 3.779 0.1 0.0 0.1
C 0.328 3.512 2.980 -0.3 -0.1 -0.2
C 0.192 2.194 2.572 0.0 -0.1 0.0
O -0.823 1.714 1.774 0.5 -0.1 0.3
C -1.911 2.565 1.476 -0.2 0.3 -0.1
C -1.614 3.588 0.348 0.1 -0.4 0.3
N -2.229 3.243 -0.907 -0.4 0.5 -0.1
C -1.898 2.195 -1.681 -0.2 0.0 -0.2
C -0.837 1.345 -1.333 0.0 0.0 0.1
C -0.483 0.238 -2.081 -0.3 0.3 -0.2
N 0.574 -0.561 -1.634 0.3 0.0 -0.1
C 0.661 -0.919 -0.242 -0.2 -0.1 0.1
C -0.067 -2.246 0.025 -0.1 0.8 0.5
N 0.505 -3.318 -0.823 0.4 -0.2 0.2
C -0.049 -4.662 -0.537 0.1 -0.8 0.2
C 0.995 -5.717 -0.921 -0.3 0.0 -0.3
O 2.238 -5.220 -0.465 0.1 0.1 0.1
C 0.406 -2.937 -2.252 0.2 0.4 -0.8
C 1.127 -1.595 -2.463 -0.2 -0.2 -0.1
C -1.177 -0.027 -3.275 0.2 -0.1 0.1
C -2.202 0.800 -3.654 -0.2 0.3 0.1
C -2.597 1.894 -2.881 1.0 -0.9 0.2
N -3.701 2.649 -3.347 -0.6 0.3 -0.4
O -4.239 2.303 -4.379 -0.1 0.1 -0.1
O -4.079 3.613 -2.686 -0.2 0.1 0.0
C 1.137 1.250 2.968 -0.1 0.1 -0.1
H 4.199 0.821 3.756 0.1 0.0 0.0
H 2.939 -0.414 3.878 0.0 -0.1 0.0
H 3.339 0.596 5.271 0.0 -0.1 0.1
H 3.173 3.219 4.788 0.1 0.0 0.1
H 1.506 4.892 4.098 0.0 0.1 0.0
H -0.383 4.269 2.693 -0.1 0.1 -0.1
H -2.241 3.079 2.383 0.0 -0.1 0.0
H -2.711 1.895 1.149 0.1 0.2 0.0
H -2.003 4.566 0.630 0.1 0.0 0.0
H -0.528 3.677 0.227 -0.1 0.1 0.1
H -3.027 3.785 -1.227 0.3 -0.2 0.1
H -0.275 1.582 -0.449 0.1 0.0 0.1
H 0.210 -0.150 0.384 0.1 -0.1 0.0
H 1.717 -1.014 0.038 0.0 0.0 0.1
H 0.032 -2.525 1.075 0.0 -0.2 -0.1
H -1.127 -2.142 -0.219 0.0 -0.1 0.0
H 1.510 -3.416 -0.592 -0.2 0.1 0.0
H -0.238 -4.728 0.536 0.0 0.1 -0.1
H -0.985 -4.813 -1.074 0.0 0.1 0.0
H 1.021 -5.876 -2.007 0.0 0.0 0.1
H 0.737 -6.666 -0.443 -0.1 0.1 0.0
H 2.901 -5.918 -0.474 0.1 0.1 0.0
H 0.859 -3.713 -2.869 0.0 -0.1 0.1
H -0.652 -2.841 -2.506 0.0 -0.1 0.1
H 1.078 -1.304 -3.511 0.0 -0.1 0.0
H 2.186 -1.714 -2.203 0.0 0.0 -0.1
H -0.931 -0.865 -3.905 0.0 -0.1 -0.1
H -2.750 0.609 -4.564 0.0 0.0 0.0
H 1.002 0.224 2.656 0.0 -0.1 0.0
```
Positions in Å, forces in eV/Å.

---

# 6
# C7H4MnO2S5

C7H4MnO2S5 as an isolated structure (ωB97M-V with the def2-TZVPD basis set, the Open Molecules 2025 dataset).

Results
**Net charge**: -1
**E_HOMO (alpha / beta)**: -4.068 / -4.335 eV
**Energy above the lowest of the compared OMol25 structures with the same formula, charge and spin**: 112.1 kJ/mol
**2S+1**: 5

Structure (XYZ):
```
19
Properties=species:S:1:pos:R:3:forces:R:3
Mn 0.691 -0.735 0.155 -0.3 0.4 0.6
S -1.194 -1.606 1.119 0.1 0.1 0.1
S -0.503 -1.081 3.031 0.2 0.1 -0.3
S 1.308 -0.265 2.341 -0.2 -0.1 -0.1
S 2.617 -1.971 -0.778 0.4 0.5 -0.3
O 2.108 -3.433 -2.832 0.1 0.0 0.0
C 2.096 -2.287 -2.452 -0.3 0.1 0.0
O 2.420 -0.364 -0.578 0.0 -0.7 -0.1
C 1.758 -1.125 -3.347 0.2 -0.2 0.3
C 2.559 -1.011 -4.480 0.0 0.1 -0.1
C 2.358 0.011 -5.393 0.0 0.0 0.1
C 1.329 0.914 -5.166 0.0 0.0 0.0
C 0.522 0.790 -4.047 0.0 0.0 0.0
C 0.713 -0.227 -3.107 -0.1 0.0 0.0
S -0.480 -0.369 -1.799 0.1 0.0 -0.3
H 3.345 -1.740 -4.635 0.0 0.0 0.0
H 2.989 0.099 -6.269 0.0 0.0 0.0
H 1.152 1.722 -5.866 0.0 0.0 0.0
H -0.287 1.491 -3.879 0.0 0.0 0.0
```
Positions in Å, forces in eV/Å.